1.
Computed, not measured: a single C4H7NOS2 molecule, with the ωB97M-V functional and the def2-TZVPD basis.

Geometry as XYZ:
```
15
C4H7NOS2 (the ωB97M-V functional and the def2-TZVPD basis)
C -0.998 -0.590 0.167
C 1.477 0.109 0.920
C -2.432 -0.991 -0.161
C 2.144 0.705 -0.256
N -0.603 0.411 0.763
O 1.159 -2.019 2.639
S -0.144 -2.191 -0.021
S 1.487 -1.709 1.269
H 1.498 0.644 1.874
H -2.389 -1.880 -0.895
H -3.019 -0.097 -0.649
H -2.984 -1.337 0.721
H 3.064 0.948 0.064
H 1.768 1.691 -0.407
H 2.127 -0.014 -1.028
```

Properties
E_LUMO: -0.33 eV
Calculated total energy: -1082.8512 Ha
Energy above the lowest of the compared OMol25 structures with the same formula, charge and spin: 3.909 eV
Charge: 0
Spin multiplicity: 1
Molecular weight: 149.24 Da
Gap between HOMO and LUMO: 8.67 eV


2.
Computed, not measured: a molecular structure, C4H7NOS3, with the ωB97M-V functional and the def2-TZVPD basis.

Geometry as XYZ:
```
16
C4H7NOS3 (the ωB97M-V functional and the def2-TZVPD basis)
C -0.851 1.130 -0.540
C -1.138 -0.173 0.218
C -0.481 -1.320 -0.434
C 2.070 -0.936 0.034
H 1.438 0.712 -1.131
H -1.461 1.950 -0.140
H -1.076 1.035 -1.609
H -0.792 -0.091 1.256
H -3.222 0.624 1.096
H 1.805 0.502 1.823
H 1.574 -1.517 -0.763
N 0.063 -2.204 -0.956
O 3.257 -0.918 0.206
S 0.886 1.679 -0.379
S -2.956 -0.428 0.307
S 0.885 -0.046 1.012
```

Properties
E_LUMO: -0.23 eV
Calculated total energy: -1480.8837 Ha
Energy above the lowest of the compared OMol25 structures with the same formula, charge and spin: 4.021 eV
Charge: 0
Spin multiplicity: 1
Molecular weight: 181.31 Da
Gap between HOMO and LUMO: 6.63 eV


3.
Computed, not measured: a single C4H7NS molecule, with the ωB97M-V functional and the def2-TZVPD basis.

Geometry as XYZ:
```
13
C4H7NS (the ωB97M-V functional and the def2-TZVPD basis)
C -1.444 0.391 -0.453
C 3.438 -0.160 0.167
C 0.669 -0.600 -0.035
C -2.749 0.348 0.196
N -0.546 -0.451 -0.117
S 1.961 0.617 0.085
H -1.298 1.235 -0.968
H 3.790 -0.961 -0.431
H 4.319 0.476 0.557
H 1.117 -1.635 0.016
H -3.007 -0.691 0.252
H -2.832 0.672 1.234
H -3.419 0.759 -0.502
```

Properties
E_LUMO (alpha / beta): 0.00 / -0.07 eV
Calculated total energy: -609.3978 Ha
Energy above the lowest of the compared OMol25 structures with the same formula, charge and spin: 4.372 eV
Charge: 0
Spin multiplicity: 1
Molecular weight: 101.17 Da
Gap between HOMO and LUMO (alpha / beta): 7.55 / 6.96 eV


4.
Computed, not measured: a single C4H7NS molecule, with the ωB97M-V functional and the def2-TZVPD basis.

Geometry as XYZ:
```
13
C4H7NS (the ωB97M-V functional and the def2-TZVPD basis)
C -0.489 1.034 0.644
C 1.236 -2.140 0.684
C 0.772 0.274 -0.063
C 1.046 -0.930 0.373
N -1.676 1.150 -0.190
S -2.775 -0.378 0.024
H -0.880 0.466 1.577
H -0.247 2.034 0.970
H 2.119 -2.367 1.411
H 0.782 -2.881 0.009
H 1.473 0.780 -0.816
H -2.325 1.913 0.205
H -1.654 1.510 -1.181
```

Properties
E_LUMO: 0.33 eV
Calculated total energy: -609.4084 Ha
Energy above the lowest of the compared OMol25 structures with the same formula, charge and spin: 4.083 eV
Structure (SMILES): C=C=CC[NH2+][S-]
Charge: 0
Spin multiplicity: 1
Molecular weight: 101.17 Da
Gap between HOMO and LUMO: 8.07 eV


Look up the molecular weight of the third one.
101.17 Da